1.
{
  "formula": "C32H28ClN3O5RuS4Sb",
  "method": "ωB97M-V with the def2-TZVPD basis set",
  "homo_ev": [-11.06, -11.06],
  "e_tot_ha": -4164.28328,
  "lumo_ha": [-0.183, -0.183],
  "total_charge": 1,
  "orbital_gap_ev": [6.1, 6.1],
  "elements": ["Ru", "O", "Cl", "O", "O", "O", "S", "C", "S", "S", "S", "Sb", "C", "C", "C", "C", "C", "C", "C", "C", "C", "C", "C", "C", "C", "C", "C", "C", "C", "C", "H", "H", "H", "H", "H", "H", "H", "H", "H", "H", "H", "H", "H", "H", "H", "C", "C", "C", "C", "C", "N", "C", "O", "N", "C", "C", "C", "C", "N", "C", "C", "C", "H", "H", "H", "H", "H", "H", "H", "H", "H", "H", "H", "H", "H"],
  "positions_angstrom": [[1.1916, 1.6375, 0.7720], [2.6905, 0.6902, 4.4425], [2.0139, 1.0285, 3.2620], [1.2569, -0.0979, 2.7036], [1.0721, 2.1082, 3.4064], [2.9648, 1.4150, 2.1872], [1.6586, 5.6108, -1.3983], [1.5714, 4.1730, -0.6995], [1.3721, 2.5890, -1.3697], [1.8535, 3.7401, 0.9793], [2.2859, 0.0165, -0.4675], [2.1471, -2.0027, 0.7407], [2.7844, -3.3335, -0.7524], [3.8462, -4.1904, -0.4805], [4.2804, -5.0736, -1.4595], [3.6616, -5.0953, -2.7000], [2.6105, -4.2303, -2.9749], [2.1720, -3.3443, -2.0040], [0.1418, -2.4122, 1.1983], [-0.7700, -2.4746, 0.1482], [-2.1093, -2.7223, 0.4131], [-2.5306, -2.9053, 1.7231], [-1.6183, -2.8427, 2.7676], [-0.2780, -2.5926, 2.5109], [3.4160, -2.3580, 2.3560], [4.4796, -1.5147, 2.6490], [5.3253, -1.8395, 3.6997], [5.1054, -2.9911, 4.4420], [4.0437, -3.8328, 4.1387], [3.1930, -3.5224, 3.0879], [4.3355, -4.1761, 0.4861], [5.1046, -5.7426, -1.2512], [4.0034, -5.7850, -3.4602], [2.1365, -4.2429, -3.9472], [1.3685, -2.6574, -2.2370], [-0.4438, -2.3398, -0.8766], [-2.8199, -2.7833, -0.4017], [-3.5738, -3.1034, 1.9308], [-1.9502, -2.9854, 3.7874], [0.4234, -2.5222, 3.3326], [4.6464, -0.6118, 2.0757], [6.1544, -1.1876, 3.9393], [5.7663, -3.2356, 5.2628], [3.8777, -4.7315, 4.7175], [2.3714, -4.1893, 2.8491], [-2.3969, 6.6496, -1.8908], [-2.9847, 5.3046, -2.2170], [-2.2471, 4.3347, -2.8900], [-2.7998, 3.1034, -3.2151], [-4.0995, 2.8057, -2.8310], [-4.6955, 1.5385, -3.1010], [-4.1026, 0.3063, -3.0633], [-4.4985, -0.6407, -3.7041], [-2.9251, 0.1883, -2.3079], [-2.5534, 0.8648, -1.1507], [-3.4552, 1.4565, -0.2692], [-2.9766, 2.1144, 0.8490], [-1.6204, 2.1443, 1.0973], [-0.7566, 1.5637, 0.2499], [-1.2025, 0.9505, -0.8512], [-4.8489, 3.7633, -2.1578], [-4.2987, 5.0004, -1.8687], [-1.4123, 6.7669, -2.3394], [-2.2930, 6.7810, -0.8119], [-3.0362, 7.4534, -2.2577], [-1.2281, 4.5537, -3.1876], [-2.2195, 2.3776, -3.7705], [-5.5550, 1.5306, -3.6285], [-2.4249, -0.6553, -2.5378], [-4.5174, 1.3957, -0.4582], [-3.6543, 2.5888, 1.5438], [-1.2014, 2.6195, 1.9741], [-0.4575, 0.5199, -1.5051], [-5.8685, 3.5371, -1.8673], [-4.9025, 5.7440, -1.3615]]
}

2.
{
  "formula": "C32H28CoF5N4O3S5SbSe",
  "method": "ωB97M-V with the def2-TZVPD basis set",
  "s2": 3.8949,
  "homo_ev": [-0.84, -2.11],
  "e_tot_ha": -8195.76421,
  "multiplicity": 4,
  "lumo_ha": [0.144, 0.143],
  "total_charge": -2,
  "orbital_gap_ev": [4.8, 6.0],
  "elements": ["Co", "Se", "N", "C", "C", "C", "C", "C", "N", "C", "C", "N", "C", "C", "C", "C", "C", "N", "H", "H", "H", "H", "H", "H", "S", "Sb", "S", "S", "S", "C", "C", "S", "O", "C", "C", "H", "H", "H", "H", "H", "H", "H", "H", "H", "H", "C", "C", "C", "C", "C", "C", "C", "O", "C", "C", "C", "H", "H", "H", "H", "H", "H", "H", "H", "H", "H", "H", "H", "F", "C", "C", "F", "C", "F", "C", "O", "C", "F", "C", "F"],
  "positions_angstrom": [[0.4107, -0.9526, -0.5155], [2.1738, -2.8099, 6.9064], [2.9290, -3.0028, 5.2546], [2.2644, -2.1398, 4.4766], [2.5446, -1.9988, 3.0658], [3.5868, -2.7249, 2.4696], [3.8322, -2.5800, 1.1304], [2.9624, -1.7855, 0.3790], [1.9538, -1.1115, 0.9039], [1.7849, -1.1338, 2.2521], [0.8299, -0.2411, 2.8815], [0.2658, 0.7188, 2.1278], [-0.6086, 1.5252, 2.6784], [-0.9757, 1.4545, 4.0334], [-0.3776, 0.5109, 4.8246], [0.5647, -0.3702, 4.2625], [1.2485, -1.3483, 5.0697], [0.9970, -1.5176, 6.3764], [4.1776, -3.3764, 3.1000], [4.6373, -3.1050, 0.6349], [3.0601, -1.7375, -0.6985], [-1.0560, 2.2713, 2.0289], [-1.7133, 2.1404, 4.4296], [-0.5994, 0.4146, 5.8792], [-4.7931, 3.0225, -1.7052], [-3.8490, 1.4186, -3.0597], [-2.6801, 0.2377, -1.1747], [-1.2077, -0.9505, -2.1086], [-0.3793, 0.0921, -3.6405], [-3.2365, -3.7204, 0.3700], [-3.4726, -2.5778, 1.3412], [-1.9702, -1.8558, 2.0339], [-1.0724, -1.7026, 0.8528], [-1.2753, -3.2473, 2.9933], [-0.3104, -4.1244, 2.2066], [-4.1287, -3.8757, -0.2374], [-3.0061, -4.6511, 0.8851], [-2.4107, -3.4762, -0.3019], [-4.1032, -2.8437, 2.1936], [-3.9303, -1.7315, 0.8251], [-2.1231, -3.7947, 3.4117], [-0.7563, -2.7635, 3.8225], [-0.8210, -4.8765, 1.6110], [0.3642, -4.6246, 2.9028], [0.2836, -3.5236, 1.5165], [2.7708, 6.0674, -3.9886], [2.0664, 5.0426, -3.1415], [0.7851, 5.2810, -2.6641], [0.0987, 4.3309, -1.9184], [-1.3005, 4.6485, -1.4537], [0.7342, 3.1046, -1.6452], [-0.0086, 2.1031, -0.8736], [0.4231, 0.9985, -0.5824], [2.0272, 2.8409, -2.1197], [2.7124, 1.5240, -1.9026], [2.6709, 3.8252, -2.8572], [2.4503, 7.0781, -3.7343], [2.5488, 5.9074, -5.0466], [3.8529, 6.0068, -3.8667], [0.2986, 6.2249, -2.8861], [-1.6052, 5.6215, -1.8378], [-1.3666, 4.6865, -0.3650], [-2.0408, 3.9227, -1.7944], [-1.0117, 2.3818, -0.5312], [2.7545, 1.2530, -0.8467], [3.7247, 1.5616, -2.3059], [2.1493, 0.7384, -2.4163], [3.6698, 3.6259, -3.2313], [1.1442, -5.2056, -5.8391], [1.0514, -4.6095, -4.6294], [1.7511, -3.4483, -4.3590], [2.5425, -2.9155, -5.3065], [1.6568, -2.8485, -3.1193], [2.3868, -1.7373, -2.8918], [0.8572, -3.3566, -2.0814], [0.7704, -2.8150, -0.9095], [0.1665, -4.5433, -2.3984], [-0.6286, -5.1048, -1.4654], [0.2589, -5.1540, -3.6329], [-0.4277, -6.2897, -3.8793]]
}

3.
{
  "formula": "C32H28F2N6O12Si",
  "method": "ωB97M-V with the def2-TZVPD basis set",
  "homo_ev": -9.75,
  "e_tot_ha": -2956.41158,
  "lumo_ha": -0.023,
  "orbital_gap_ev": 9.1,
  "elements": ["O", "C", "F", "N", "Si", "C", "O", "F", "H", "H", "H", "C", "C", "C", "C", "C", "C", "N", "O", "O", "H", "H", "H", "H", "H", "C", "C", "C", "C", "C", "C", "N", "O", "O", "H", "H", "H", "H", "H", "C", "C", "C", "C", "C", "C", "N", "O", "O", "H", "H", "H", "H", "H", "C", "C", "C", "C", "C", "C", "N", "O", "O", "H", "H", "H", "H", "H", "C", "C", "C", "C", "C", "C", "N", "O", "O", "H", "H", "H", "H", "H"],
  "positions_angstrom": [[-4.7032, -0.0803, 1.0106], [-4.8867, 0.5994, 0.0597], [-4.7812, 0.1108, -1.1812], [-5.2277, 1.9893, 0.1174], [-3.8537, 3.0432, -0.4237], [-6.4705, 2.2858, -0.5180], [-7.4368, 2.6677, 0.0461], [-6.4570, 2.1203, -1.8500], [-4.3368, 4.3754, -0.8156], [-2.9560, 3.1636, 0.7338], [-3.1365, 2.3931, -1.5335], [-2.2990, -1.9135, 5.8122], [-2.5400, -1.9666, 4.4456], [-2.3169, -0.8500, 3.6563], [-1.8515, 0.3052, 4.2585], [-1.6105, 0.3812, 5.6186], [-1.8374, -0.7414, 6.3976], [-1.6046, 1.4890, 3.4236], [-1.8204, 1.3866, 2.2316], [-1.1941, 2.4947, 3.9664], [-2.4730, -2.7888, 6.4242], [-2.9044, -2.8780, 3.9927], [-2.5105, -0.8789, 2.5942], [-1.2519, 1.2974, 6.0637], [-1.6542, -0.7013, 7.4625], [-7.0409, 7.3878, 3.3128], [-7.1775, 7.3261, 1.9323], [-6.0529, 7.2886, 1.1239], [-4.8046, 7.3112, 1.7192], [-4.6470, 7.3737, 3.0916], [-5.7783, 7.4138, 3.8906], [-3.6074, 7.2498, 0.8666], [-3.7751, 7.2072, -0.3368], [-2.5246, 7.2317, 1.4141], [-7.9217, 7.4130, 3.9408], [-8.1611, 7.3041, 1.4839], [-6.1486, 7.2404, 0.0494], [-3.6609, 7.3884, 3.5313], [-5.6738, 7.4618, 4.9657], [2.9373, 0.9408, 1.7080], [3.6742, 0.7385, 0.5486], [3.0507, 0.7834, -0.6877], [1.6899, 1.0230, -0.7367], [0.9368, 1.2216, 0.4060], [1.5704, 1.1798, 1.6360], [1.0210, 1.0645, -2.0463], [1.6963, 0.8453, -3.0331], [-0.1684, 1.3129, -2.0673], [3.4291, 0.9105, 2.6716], [4.7360, 0.5432, 0.6047], [3.6161, 0.6239, -1.5922], [-0.1254, 1.4066, 0.3470], [0.9969, 1.3389, 2.5386], [1.9553, -4.2622, -5.4038], [1.3731, -4.6648, -4.2096], [1.8211, -4.1430, -3.0073], [2.8527, -3.2209, -3.0253], [3.4479, -2.8102, -4.2050], [2.9926, -3.3394, -5.4008], [3.3329, -2.6645, -1.7543], [2.8129, -3.0572, -0.7284], [4.2302, -1.8448, -1.7976], [1.6010, -4.6713, -6.3404], [0.5675, -5.3857, -4.2140], [1.3740, -4.4500, -2.0734], [4.2532, -2.0910, -4.1938], [3.4476, -3.0308, -6.3315], [7.5545, -5.3498, -1.3365], [6.2339, -5.0150, -1.6050], [5.6151, -5.4974, -2.7476], [6.3338, -6.3109, -3.6036], [7.6502, -6.6543, -3.3545], [8.2610, -6.1662, -2.2105], [5.6773, -6.8326, -4.8125], [4.5282, -6.4970, -5.0215], [6.3231, -7.5686, -5.5309], [8.0346, -4.9734, -0.4428], [5.6850, -4.3774, -0.9245], [4.5881, -5.2412, -2.9611], [8.1913, -7.2902, -4.0391], [9.2899, -6.4243, -2.0007]]
}

no.,molecular weight (g/mol)
1,921.1
2,1031.6
3,754.7